The following is a quantum chemistry calculation of a 13-piece molecular cluster, C76H169F30N8O2P8 overall in a non-equilibrium geometry, from OMol25.

Results
E_HOMO   -12.67 eV

The geometry in ORCA input format:
```
! wB97M-V def2-TZVPD RIJCOSX def2/J DEFGRID3
* xyz 3 1
C 4.948 6.852 5.603
N 3.821 6.094 6.372
C 3.984 6.552 7.872
C 2.490 6.567 5.738
C 3.920 4.589 6.178
C 2.707 3.752 6.349
O 2.040 4.098 7.572
H 5.900 6.470 5.973
H 4.812 7.934 5.603
H 4.797 6.691 4.536
H 4.910 6.089 8.214
H 3.054 6.239 8.346
H 4.160 7.623 7.764
H 2.478 7.655 5.804
H 1.614 6.230 6.292
H 2.167 6.302 4.731
H 4.775 4.328 6.800
H 4.116 4.401 5.122
H 2.983 2.698 6.338
H 1.938 3.737 5.577
H 1.310 3.498 7.743
C -10.269 3.308 -0.737
N -9.212 2.243 -1.042
C -9.994 0.975 -1.291
C -8.576 2.556 -2.449
C -8.060 2.134 -0.001
C -7.734 3.373 0.796
O -7.398 4.414 -0.029
H -9.723 4.205 -1.031
H -10.565 3.361 0.311
H -11.125 3.250 -1.409
H -9.279 0.160 -1.397
H -10.692 0.964 -2.128
H -10.600 0.861 -0.393
H -8.014 3.487 -2.517
H -9.363 2.659 -3.195
H -7.931 1.708 -2.681
H -7.238 1.693 -0.564
H -8.375 1.355 0.693
H -6.822 3.262 1.382
H -8.567 3.708 1.414
H -6.994 5.158 0.424
C 13.422 -4.141 6.830
C 12.162 -4.231 7.684
N 11.066 -4.883 7.042
C 11.061 -5.710 5.994
C 9.772 -6.204 5.818
N 8.985 -5.630 6.808
C 9.799 -4.832 7.556
C 7.531 -5.762 6.953
H 13.673 -5.145 6.487
H 14.200 -3.597 7.366
H 13.201 -3.536 5.951
H 11.844 -3.245 8.023
H 12.384 -4.817 8.576
H 11.909 -5.921 5.360
H 9.309 -6.894 5.128
H 9.449 -4.281 8.416
H 6.998 -5.060 6.311
H 7.130 -5.452 7.918
H 7.350 -6.802 6.683
C 1.659 -1.720 3.319
C 0.633 -1.874 2.202
N -0.189 -0.731 1.988
C -1.268 -0.319 2.769
C -1.798 0.802 2.082
N -1.045 1.019 0.941
C -0.111 0.077 0.881
C -1.316 2.104 0.031
H 1.286 -1.250 4.228
H 2.501 -1.108 2.995
H 2.057 -2.678 3.655
H -0.150 -2.589 2.452
H 1.172 -2.224 1.322
H -1.574 -0.902 3.625
H -2.546 1.507 2.412
H 0.701 0.272 0.197
H -0.781 1.838 -0.880
H -0.815 2.969 0.465
H -2.390 2.296 0.032
C -6.022 -5.079 8.121
C -7.048 -4.354 7.298
N -6.827 -4.515 5.913
C -5.629 -4.452 5.298
C -5.842 -4.541 3.957
N -7.174 -4.686 3.706
C -7.759 -4.758 4.940
C -7.856 -4.601 2.454
H -5.017 -4.657 8.121
H -5.871 -6.113 7.812
H -6.422 -5.050 9.135
H -7.206 -3.308 7.561
H -7.955 -4.922 7.506
H -4.850 -4.149 5.982
H -5.165 -4.414 3.125
H -8.827 -4.808 5.086
H -8.457 -3.696 2.364
H -8.413 -5.531 2.339
H -7.143 -4.767 1.647
C 1.450 -7.028 8.021
C 0.161 -7.673 7.610
C 0.364 -9.214 7.157
C 1.279 -10.051 7.997
P 0.688 -11.797 8.173
C -0.854 -11.875 9.082
C -0.706 -11.196 10.483
C -2.086 -10.843 11.102
C -2.001 -10.153 12.465
C 0.590 -12.614 6.537
C -0.720 -12.417 5.824
C -0.763 -12.595 4.276
C -0.220 -13.980 3.951
C 1.937 -12.568 9.152
C 3.266 -12.908 8.547
C 4.521 -12.593 9.338
C 5.703 -13.434 8.812
H 1.090 -6.025 8.249
H 2.189 -7.079 7.221
H 1.868 -7.383 8.963
H -0.280 -7.059 6.825
H -0.474 -7.640 8.495
H 0.748 -9.178 6.138
H -0.603 -9.701 7.031
H 1.689 -9.772 8.968
H 2.110 -10.044 7.292
H -1.125 -12.907 9.305
H -1.609 -11.354 8.493
H 0.046 -10.409 10.425
H -0.271 -11.828 11.257
H -2.636 -11.784 11.101
H -2.690 -10.183 10.480
H -1.348 -9.284 12.383
H -1.727 -10.796 13.300
H -3.004 -9.797 12.702
H 0.626 -13.701 6.617
H 1.546 -12.442 6.042
H -1.030 -11.373 5.873
H -1.478 -12.951 6.398
H -0.208 -11.951 3.594
H -1.756 -12.445 3.852
H 0.864 -14.002 4.064
H -0.355 -14.313 2.922
H -0.719 -14.672 4.630
H 1.412 -13.452 9.514
H 2.069 -11.882 9.989
H 3.456 -12.453 7.575
H 3.438 -13.943 8.251
H 4.323 -12.761 10.396
H 4.770 -11.548 9.156
H 5.830 -13.221 7.751
H 5.481 -14.489 8.970
H 6.596 -13.278 9.419
C -8.669 3.189 -15.661
C -8.003 2.531 -14.470
C -6.903 3.406 -13.990
C -5.993 2.480 -13.008
P -4.622 3.558 -12.366
C -3.491 2.643 -11.245
C -3.965 2.164 -9.822
C -2.908 1.626 -8.879
C -2.171 2.789 -8.113
C -3.683 4.065 -13.883
C -2.302 3.382 -14.142
C -1.563 3.927 -15.425
C -1.307 2.921 -16.489
C -5.244 5.121 -11.525
C -4.168 6.036 -10.866
C -4.853 7.162 -10.169
C -3.980 8.294 -9.741
H -8.816 4.240 -15.409
H -9.679 2.808 -15.814
H -8.108 3.080 -16.589
H -7.787 1.514 -14.798
H -8.725 2.385 -13.666
H -7.307 4.295 -13.506
H -6.322 3.631 -14.885
H -5.469 1.620 -13.424
H -6.463 2.243 -12.053
H -2.617 3.284 -11.136
H -3.161 1.860 -11.929
H -4.718 1.420 -10.083
H -4.488 3.017 -9.388
H -2.154 0.930 -9.248
H -3.352 0.934 -8.163
H -1.442 2.400 -7.401
H -2.917 3.213 -7.441
H -1.911 3.564 -8.833
H -3.297 5.062 -13.669
H -4.391 4.057 -14.711
H -2.491 2.313 -14.236
H -1.621 3.316 -13.294
H -0.681 4.535 -15.222
H -2.140 4.778 -15.788
H -0.645 3.347 -17.243
H -2.324 2.699 -16.813
H -0.819 2.019 -16.118
H -6.086 4.803 -10.910
H -5.732 5.739 -12.279
H -3.285 6.198 -11.483
H -3.632 5.392 -10.169
H -5.392 6.665 -9.362
H -5.682 7.573 -10.746
H -3.529 8.715 -10.640
H -3.165 8.000 -9.080
H -4.523 8.999 -9.112
C 8.035 8.540 -0.877
C 7.426 9.507 -1.901
C 6.177 8.892 -2.536
C 6.486 7.824 -3.641
P 5.069 7.596 -4.794
C 5.081 5.940 -5.571
C 5.312 4.716 -4.712
C 6.777 4.304 -4.383
C 7.621 3.942 -5.524
C 5.266 8.918 -6.032
C 4.404 8.988 -7.273
C 3.022 9.717 -7.075
C 1.854 9.287 -7.999
C 3.550 7.744 -3.808
C 2.164 7.233 -4.382
C 1.014 7.405 -3.431
C -0.270 6.823 -4.124
H 9.084 8.694 -0.625
H 7.815 7.484 -1.038
H 7.674 8.647 0.146
H 8.030 10.076 -2.607
H 7.064 10.371 -1.343
H 5.659 9.827 -2.746
H 5.458 8.495 -1.819
H 6.635 6.856 -3.161
H 7.283 8.029 -4.356
H 5.825 6.047 -6.360
H 4.124 5.838 -6.082
H 4.671 3.979 -5.195
H 4.655 4.802 -3.846
H 6.771 3.401 -3.773
H 7.190 5.067 -3.722
H 7.319 3.036 -6.048
H 8.593 3.657 -5.120
H 7.851 4.771 -6.193
H 6.281 8.720 -6.377
H 5.377 9.809 -5.414
H 4.180 7.945 -7.501
H 5.023 9.261 -8.128
H 3.300 10.745 -7.312
H 2.766 9.785 -6.018
H 2.019 9.118 -9.063
H 0.956 9.882 -7.835
H 1.584 8.325 -7.565
H 3.559 8.784 -3.482
H 3.740 7.116 -2.938
H 2.348 6.217 -4.733
H 1.819 7.811 -5.239
H 0.885 8.482 -3.328
H 1.294 6.818 -2.557
H -0.297 5.759 -3.890
H -0.449 7.063 -5.172
H -1.118 7.313 -3.646
P 4.675 -7.526 2.046
F 5.707 -6.238 2.143
F 3.873 -7.214 3.374
F 3.642 -6.603 1.168
F 3.639 -8.748 1.923
F 5.283 -7.838 0.571
F 5.782 -8.478 2.806
P 4.398 3.529 0.532
F 3.233 3.717 -0.502
F 5.524 4.151 -0.418
F 4.035 5.036 0.951
F 5.586 3.322 1.643
F 3.347 2.980 1.674
F 4.506 1.930 -0.023
P -3.634 8.060 2.147
F -2.733 7.000 1.243
F -2.556 8.113 3.314
F -3.142 9.409 1.331
F -4.645 8.935 3.002
F -4.946 7.984 1.160
F -4.256 6.775 2.948
P -4.709 -2.371 -2.030
F -3.451 -2.479 -3.090
F -5.359 -3.857 -2.258
F -3.732 -3.019 -0.863
F -5.760 -2.050 -0.868
F -4.167 -0.910 -1.696
F -5.644 -1.709 -3.191
P -2.144 0.049 8.432
F -2.314 1.424 9.264
F -2.642 -0.885 9.659
F -3.748 0.124 7.890
F -1.959 -1.206 7.506
F -1.910 1.087 7.111
F -0.672 0.010 8.858
*
```